The following is a quantum chemistry calculation of 7 unconnected molecules or ions with the total composition C7H28O7 in a non-equilibrium geometry, from the OMol25 dataset.

```
42
C7H28O7 (the ωB97M-V functional and the def2-TZVPD basis)
O 1.87259 3.54966 0.25005
O -0.52994 0.18997 -3.38121
O 0.77979 -1.36750 4.63711
O 2.87242 1.86107 -1.73386
O -1.09195 -5.23646 1.02696
O -1.29156 0.25455 -0.64766
O -2.89856 -0.95890 1.23871
C 3.35206 0.54577 -1.47494
C -0.85779 -4.00559 0.37140
C 2.82688 4.54863 0.45787
C -0.01876 -0.02098 -0.01958
C -4.03148 -1.34043 0.48199
C -1.34915 1.15065 -4.03364
C -0.13693 -0.34376 4.26225
H -0.24531 -0.40131 0.97613
H 2.19021 2.95194 -0.45149
H -0.72147 -3.20668 1.10587
H 2.82198 -0.12055 -2.16251
H 0.70040 -1.51430 5.58122
H -1.04793 0.61743 -1.51898
H 0.53735 -0.81931 -0.51841
H -1.15733 -0.65270 4.49199
H 3.86394 4.18878 0.43467
H 0.48780 0.94437 -0.00114
H -2.32744 -0.39303 0.69698
H -4.47099 -2.28293 0.80266
H 2.74086 5.39397 -0.23060
H 2.98094 2.07504 -2.66259
H -2.40134 0.93603 -3.79896
H 0.00461 -3.98369 -0.30417
H 2.75472 4.95190 1.47219
H -3.81560 -1.44693 -0.58574
H 3.05836 0.24571 -0.47043
H -1.16613 2.17974 -3.73562
H 0.10788 0.58124 4.79793
H 4.43436 0.43606 -1.55766
H -0.02013 -0.10313 3.20996
H -1.26252 1.10006 -5.12412
H -4.77169 -0.54220 0.60266
H -0.77775 -0.68570 -3.68417
H -1.72234 -3.75307 -0.23986
H -0.27311 -5.52341 1.43869
```

Calculated values
**SMILES string**: CO.CO.CO.CO.CO.CO.CO
**Multiplicity**: 1
**Total charge**: 0
**M**: 224.3 g/mol
**Energy above the lowest of the compared OMol25 structures with the same formula, charge and spin**: 84.7 kcal/mol
**Kohn-Sham gap**: 9.82 eV


The following is a quantum chemistry calculation of 2 unconnected molecules or ions with the total composition C4H11NO2 in a non-equilibrium geometry, from the OMol25 dataset.

```
18
C4H11NO2 (the ωB97M-V functional and the def2-TZVPD basis)
O -0.46997 2.90700 -0.51359
O 0.37285 -0.98041 -2.74707
N -1.63988 0.84491 -0.82622
C 0.33822 0.83847 0.54823
C 0.82622 -1.07472 1.89435
C -0.20267 -0.48875 1.02759
C -0.57491 1.66106 -0.33127
H 1.71782 -1.52803 1.36675
H 1.43777 0.76990 0.28386
H 0.33438 -1.50985 -3.66516
H -1.35398 0.01569 -1.26862
H 0.37078 1.42940 1.49134
H -1.23719 -0.44181 1.49564
H -0.39406 -1.11413 0.16242
H 0.49723 -1.94281 2.58967
H -2.33634 1.34750 -1.32439
H 1.10002 -0.34590 -2.82417
H 1.21372 -0.38750 2.64063
```

Calculated values
**SMILES string**: CCCC(N)=O.O
**Multiplicity**: 1
**Total charge**: 0
**M**: 105.1 g/mol
**Energy above the lowest of the compared OMol25 structures with the same formula, charge and spin**: 25.5 kcal/mol
**Kohn-Sham gap**: 10.01 eV


The following is a quantum chemistry calculation of a molecular structure, C66H86BN8OP2ReS4Si2 in a non-equilibrium geometry, from the OMol25 dataset.

```
171
C66H86BN8OP2ReS4Si2 (the ωB97M-V functional and the def2-TZVPD basis)
Re 0.91524 0.24627 0.95759
S 1.21646 -2.16744 1.54894
S 1.71842 1.43115 3.13891
S -3.75107 0.33499 -1.28249
S -1.49743 -0.29033 1.25172
P 3.11874 0.44375 -0.94743
P 0.62749 2.02645 -1.46607
Si 4.56131 -0.81888 1.25228
Si -1.22294 3.60122 0.22422
O -2.51066 1.12267 -1.10526
N 2.44447 -3.18778 3.80159
N 0.01698 2.38401 -0.01984
N -1.20329 -1.82664 3.50436
N 1.15820 -1.42832 4.17620
N -2.24423 -2.91530 1.91848
N 3.13122 -0.05699 0.59064
N -0.59616 0.58411 4.21707
N -0.24599 2.71809 4.61100
C -2.58844 4.02788 -1.03569
C -1.72389 1.09841 4.82372
C 5.50284 -1.71014 -3.55648
C -6.09186 -2.69156 -3.54446
C 3.39585 -2.82955 -3.28020
C -0.40663 1.86650 -2.95977
C 0.79901 4.70587 3.57075
C 1.57411 -2.30314 3.22943
C 0.27429 1.59532 4.04436
C 4.34705 -4.72170 3.53301
C 2.98287 -1.82847 -2.41914
C -0.90077 3.01174 -3.58204
C -1.53761 -3.06311 3.99600
C 5.90414 4.08122 -0.85188
C 2.82957 -4.58439 3.42874
C 5.09693 -0.70942 -2.68544
C 3.82214 -0.75168 -2.12502
C -6.12554 -2.77682 -4.92626
C 0.46743 3.99626 4.88276
C -4.18242 0.57375 -3.05919
C 1.73804 3.67627 5.67692
C 5.70644 3.43569 -2.06304
C -6.93262 0.27653 3.11971
C 1.88116 -1.69556 5.32642
C 4.82109 2.37266 -2.15544
C 4.65393 -2.76247 -3.86289
C -1.62655 -1.73617 2.22901
C -7.13202 0.70275 0.76398
C 2.02967 3.40942 -3.45940
C -5.48418 -1.60555 -2.92812
C -3.33968 -4.80060 0.75139
C 4.32252 2.61156 0.18997
C 2.65677 -2.76589 5.10624
C 4.47809 -0.82425 3.13758
C -1.47043 2.93099 -4.84086
C 4.80666 -2.54434 0.49350
C -1.50967 2.40255 5.07519
C 2.04387 4.42336 -1.27860
C 1.35679 0.44688 -1.14307
C 3.00602 5.58061 -3.15395
C -5.76214 0.93084 0.66995
C -3.02252 -3.30621 0.70703
C -4.94271 -0.69098 -5.07625
C 4.15613 1.93150 -1.01644
C -5.56537 -1.76371 -5.69205
C -1.04173 0.56261 -4.87969
C 2.69519 4.50629 -3.97592
C -0.48903 0.63887 -3.60672
C -4.32877 -2.51948 0.75400
C -5.56190 0.47262 3.03000
C 5.19280 3.68367 0.26984
C -7.71659 0.38779 1.98224
C -0.46591 5.34231 0.42060
C -2.21357 -3.02538 -0.56158
C -2.18116 -3.73387 3.02571
C 2.69475 5.53017 -1.80427
C -4.98144 0.80556 1.81711
C -5.16638 1.37218 -0.63562
C -0.42316 4.90541 5.72538
C 6.16757 0.08371 0.81642
C 2.38115 -4.99368 2.03101
C -4.88308 -0.60519 -3.68687
C -1.52007 1.70775 -5.49922
C -2.08477 3.15847 1.85029
C 2.12928 -5.51121 4.43300
C 1.67307 3.37689 -2.11015
B -0.31188 -0.92453 4.37405
H -4.83628 -2.67660 1.70775
H -1.98684 3.96379 2.58072
H 2.95742 4.52774 -5.02608
H 6.49111 -1.66704 -3.99558
H 5.39848 -2.45202 -0.41875
H -6.59090 -3.62701 -5.40697
H 2.74143 -3.66253 -3.50129
H 2.22264 4.60693 5.96943
H -2.30493 4.87643 -1.66057
H -0.80471 3.96563 -3.08051
H 4.89974 -1.74659 3.54159
H 2.61355 -6.05052 1.90146
H 4.70799 -4.50050 4.53743
H 1.75879 -1.10512 6.21632
H -8.78568 0.23285 2.04351
H -0.18412 5.76716 -0.54464
H 1.05218 -5.33478 4.41020
H 3.46643 -0.70665 3.51893
H -3.21599 0.74286 -3.53086
H -2.16658 3.11533 5.53430
H -1.30673 -3.63392 -0.57003
H 2.90169 -4.43569 1.25898
H -7.39036 0.04625 4.07283
H -4.49868 0.09732 -5.67340
H 3.86836 -3.03002 0.22812
H 6.25992 1.05628 1.29883
H 1.47495 5.53949 3.76265
H -1.34345 5.16495 5.20072
H -0.66666 4.44852 6.68537
H 2.00519 -1.85992 -1.95236
H -2.81406 -3.27511 -1.43676
H 5.07097 0.00174 3.53412
H 0.11894 5.82913 5.91957
H -1.08757 -0.39261 -5.38750
H -1.23487 5.99159 0.84953
H 2.31213 -6.55125 4.16570
H -4.94444 0.37437 3.91455
H 4.64744 1.89297 -3.10877
H 2.43560 3.09264 5.07980
H -3.91319 0.96585 1.75452
H -4.12319 -1.46392 0.64477
H 5.32770 4.20461 1.20911
H 1.77542 2.57948 -4.10789
H -5.61900 -1.81068 -6.77180
H -4.06362 -5.04291 1.53013
H -3.47604 4.32896 -0.47282
H 3.49436 6.45485 -3.56488
H -0.57968 -1.18207 5.51511
H 1.30844 -4.86013 1.90237
H -2.57369 0.47772 5.04477
H 1.49232 3.11321 6.57904
H -0.11115 5.09561 3.11875
H 3.34505 -3.25103 5.77247
H -1.92817 -1.98167 -0.62902
H 6.60471 4.90383 -0.78807
H -1.29774 -3.36031 5.00124
H 4.83164 -4.04610 2.83074
H -7.75261 0.78601 -0.12076
H 4.97465 -3.52950 -4.55529
H 1.80751 4.36166 -0.22609
H 1.27730 4.02623 2.86947
H -4.72747 2.36469 -0.53505
H -1.66609 2.24904 2.27721
H 4.63288 -5.74381 3.28755
H -4.77834 1.48112 -3.17201
H 5.78100 0.09200 -2.44660
H 6.27642 0.22734 -0.25808
H -6.54839 -3.46667 -2.94164
H -2.43855 -5.39957 0.89061
H 6.24476 3.75661 -2.94558
H 6.99814 -0.54175 1.15443
H -1.92313 1.65300 -6.50246
H 3.77111 2.27666 1.06003
H -4.99670 -2.84372 -0.04362
H 2.48881 -5.35905 5.44971
H -3.78055 -5.07763 -0.20451
H 0.40768 5.38858 1.06865
H -3.15210 2.99745 1.69423
H -2.85386 3.20463 -1.69048
H -5.48040 -1.53111 -1.84881
H -5.93544 1.37720 -1.40661
H -1.85231 3.82387 -5.31876
H -0.10109 -0.24198 -3.10917
H 5.36700 -3.19692 1.16585
H -2.57451 -4.73091 3.04133
H 2.94405 6.36005 -1.15487
```

Calculated values
**Expectation value of S²**: 0.823
**Multiplicity**: 2
**Total charge**: +1
**M**: 1450.9 g/mol
**Kohn-Sham gap (spin up / spin down)**: 6.57 / 6.86 eV


Number 1: energy -22042.2063 eV. Number 2: energy -9911.1373 eV. Number 3: energy -164289.2310 eV.